## i
Here is a cluster of 11 separate species, C30H86N4O11 in total from the OMol25 dataset. Energies are from the ωB97M-V functional and the def2-TZVPD basis.

The value obtained for the molar mass is 679.04 g mol⁻¹. Its SMILES is COC[C@H](C)N.COC[C@H](C)N.COC[C@H](C)N.COC[C@H](C)N.CCO.CCO.CCO.CCO.CCO.CCO.CCO. For the orbital gap, the calculation gives 9.288 eV. For the LUMO energy, the calculation gives 0.01232 Eh. The spin multiplicity is 1. For the HOMO energy, the calculation gives -0.3290 Ha.

Bonds (Å) are listed after each position.
Positions of all 131 atoms, in Å:
1 H 0.115 -5.349 0.962  C5 1.098
2 C 0.468 -0.382 -0.614  O23 1.425, C45 1.526, H119 1.094, H128 1.094
3 O -2.417 5.541 0.122  C44 1.413, C104 1.383
4 H -4.451 -4.002 3.608  C81 1.099
5 C -0.932 -5.674 0.895  H1 1.098, O27 1.403, H75 1.089, H94 1.098
6 H 2.184 1.920 -0.635  C116 1.094
7 C -0.560 6.932 -0.390  C11 1.520, H33 1.092, N54 1.490, C104 1.533
8 N -1.590 0.021 0.674  C45 1.465, H49 1.013, H121 1.019
9 C 5.453 2.599 -1.587  H36 1.086, C79 1.504, H88 1.090, H102 1.092
10 C 0.875 -3.762 -2.636  H43 1.088, H51 1.095, H67 1.090, C96 1.499
11 C -0.841 7.352 -1.824  C7 1.520, H41 1.089, H70 1.097, H73 1.091
12 H -4.070 4.279 0.266  C44 1.082
13 H 4.061 2.540 3.478  C35 1.095
14 N -0.754 2.535 -6.540  C22 1.486, H59 1.016, H106 1.020
15 H 3.117 2.520 2.038  C35 1.088
16 H -5.738 -0.221 0.114  C89 1.100
17 H 4.981 0.628 2.991  O32 0.960
18 C -1.816 1.916 3.615  H31 1.094, O57 1.416, H86 1.101, C113 1.516
19 H -4.038 -0.105 -0.271  C89 1.092
20 H -0.445 -2.630 0.160  C56 1.094
21 H 6.915 2.878 -3.108  C79 1.098
22 C 0.143 2.819 -5.390  N14 1.486, H30 1.093, C55 1.511, C120 1.538
23 O 0.392 0.935 -1.155  C2 1.425, C116 1.407
24 H -0.179 -0.995 -3.840  C92 1.094
25 H -0.476 1.260 5.183  C113 1.095
26 H -0.975 -7.589 2.424  C37 1.094
27 O -1.567 -5.647 2.146  C5 1.403, C37 1.428
28 H 1.289 7.864 -0.489  N54 1.012
29 H 1.312 6.316 -0.848  N54 1.020
30 H 1.167 2.965 -5.745  C22 1.093
31 H -1.083 2.149 2.837  C18 1.094
32 O 4.330 0.849 2.319  H17 0.960, C35 1.427
33 H -0.999 7.679 0.276  C7 1.092
34 C -1.848 -6.839 4.257  C37 1.517, C66 1.530, N76 1.475, H90 1.097
35 C 3.480 1.872 2.834  H13 1.095, H15 1.088, O32 1.427, C38 1.528
36 H 4.382 2.569 -1.408  C9 1.086
37 C -1.023 -6.658 2.996  H26 1.094, O27 1.428, C34 1.517, H58 1.096
38 C 2.354 1.270 3.672  C35 1.528, H47 1.087, H83 1.094, H100 1.093
39 H -6.279 1.557 -1.729  C124 1.084
40 O 5.375 4.301 -3.265  H74 0.960, C79 1.436
41 H -0.225 8.206 -2.104  C11 1.089
42 H -1.188 3.985 -4.085  C55 1.095
43 H 0.708 -4.559 -1.913  C10 1.088
44 C -2.989 4.259 0.278  O3 1.413, H12 1.082, H50 1.101, H65 1.098
45 C -0.240 -0.546 0.728  C2 1.526, N8 1.465, C56 1.532, H101 1.098
46 H -3.712 1.452 3.731  O57 0.962
47 H 2.638 0.991 4.684  C38 1.087
48 H -3.413 -7.652 3.222  N76 1.013
49 H -1.877 0.345 1.590  N8 1.013
50 H -2.662 3.563 -0.511  C44 1.101
51 H 0.988 -2.831 -2.071  C10 1.095
52 H -0.465 5.396 0.945  C104 1.101
53 H -1.193 -2.296 1.690  C56 1.084
54 N 0.915 6.976 -0.180  C7 1.490, H28 1.012, H29 1.020
55 C -0.284 4.089 -4.693  C22 1.511, H42 1.095, H93 1.089, H129 1.096
56 C -0.341 -2.035 1.073  H20 1.094, C45 1.532, H53 1.084, H61 1.094
57 O -3.049 1.530 3.038  C18 1.416, H46 0.962
58 H -0.019 -6.395 3.345  C37 1.096
59 H -0.597 1.564 -6.794  N14 1.016
60 C -3.706 -3.058 1.784  C81 1.530, H99 1.093, H117 1.084, H131 1.094
61 H 0.593 -2.308 1.572  C56 1.094
62 H 0.953 1.841 0.680  C116 1.094
63 H -0.671 4.819 -0.737  C104 1.100
64 H 2.791 -5.587 -4.345  O109 0.962
65 H -2.549 3.787 1.166  C44 1.098
66 C -0.986 -7.194 5.470  C34 1.530, H80 1.093, H95 1.093, H130 1.088
67 H -0.003 -3.591 -3.259  C10 1.090
68 H -4.214 1.331 1.266  O110 0.964
69 H 3.715 -2.215 0.845  C91 1.088
70 H -1.871 7.715 -1.924  C11 1.097
71 O 0.467 0.438 -5.162  C92 1.409, C120 1.404
72 O 4.016 0.054 -0.368  H85 0.968, C97 1.418
73 H -0.734 6.537 -2.543  C11 1.091
74 H 5.928 4.687 -3.948  O40 0.960
75 H -1.450 -5.051 0.167  C5 1.089
76 N -2.931 -7.827 4.095  C34 1.475, H48 1.013, H114 1.012
77 H -2.065 -4.203 3.268  O78 0.970
78 O -2.476 -3.504 3.801  H77 0.970, C81 1.433
79 C 5.826 2.964 -2.997  C9 1.504, H21 1.098, O40 1.436, H125 1.096
80 H -0.452 -8.136 5.319  C66 1.093
81 C -3.783 -3.183 3.308  H4 1.099, C60 1.530, O78 1.433, H103 1.087
82 H 0.822 1.833 -3.652  C120 1.101
83 H 1.502 1.955 3.729  C38 1.094
84 H 1.476 -0.402 -3.497  C92 1.097
85 H 3.823 0.126 0.578  O72 0.968
86 H -1.866 2.919 4.068  C18 1.101
87 H 0.774 2.879 -0.680  C116 1.095
88 H 5.952 3.256 -0.874  C9 1.090
89 C -4.973 0.459 -0.286  H16 1.100, H19 1.092, O110 1.426, C124 1.525
90 H -2.345 -5.889 4.493  C34 1.097
91 C 4.261 -2.353 -0.085  H69 1.088, C97 1.526, H126 1.094, H127 1.093
92 C 0.750 -0.629 -4.286  H24 1.094, O71 1.409, H84 1.097, H111 1.091
93 H -0.369 4.914 -5.399  C55 1.089
94 H -0.855 -6.667 0.434  C5 1.098
95 H -0.231 -6.408 5.555  C66 1.093
96 C 2.116 -4.017 -3.438  C10 1.499, H108 1.098, O109 1.442, H122 1.095
97 C 4.877 -1.051 -0.588  O72 1.418, C91 1.526, H105 1.099, H118 1.091
98 H -1.063 -0.019 4.080  C113 1.090
99 H -3.366 -2.025 1.675  C60 1.093
100 H 1.946 0.406 3.141  C38 1.093
101 H 0.351 -0.041 1.503  C45 1.098
102 H 5.862 1.605 -1.392  C9 1.092
103 H -4.080 -2.278 3.831  C81 1.087
104 C -1.038 5.534 0.015  O3 1.383, C7 1.533, H52 1.101, H63 1.100
105 H 5.834 -0.816 -0.101  C97 1.099
106 H -1.682 2.520 -6.116  N14 1.020
107 H -5.601 0.029 -2.328  C124 1.093
108 H 2.996 -4.142 -2.792  C96 1.098
109 O 1.911 -5.240 -4.172  H64 0.962, C96 1.442
110 O -4.797 1.603 0.549  H68 0.964, C89 1.426
111 H 1.249 -1.415 -4.855  C92 1.091
112 H -4.523 1.307 -2.136  C124 1.096
113 C -1.338 0.887 4.621  C18 1.516, H25 1.095, H98 1.090, H115 1.091
114 H -3.576 -7.697 4.863  N76 1.012
115 H -2.048 0.705 5.429  C113 1.091
116 C 1.116 1.877 -0.401  H6 1.094, O23 1.407, H62 1.094, H87 1.095
117 H -3.055 -3.734 1.240  C60 1.084
118 H 5.091 -1.056 -1.658  C97 1.091
119 H 1.493 -0.764 -0.601  C2 1.094
120 C 0.108 1.597 -4.456  C22 1.538, O71 1.404, H82 1.101, H123 1.099
121 H -1.577 0.864 0.102  N8 1.019
122 H 2.440 -3.205 -4.097  C96 1.095
123 H -0.845 1.609 -3.909  C120 1.099
124 C -5.426 0.889 -1.677  H39 1.084, C89 1.525, H107 1.093, H112 1.096
125 H 5.415 2.356 -3.811  C79 1.096
126 H 5.024 -3.127 0.041  C91 1.094
127 H 3.616 -2.770 -0.863  C91 1.093
128 H -0.118 -0.928 -1.359  C2 1.094
129 H 0.462 4.417 -3.960  C55 1.096
130 H -1.524 -7.289 6.410  C66 1.088
131 H -4.678 -3.153 1.291  C60 1.094

## ii
Here is a cluster of 11 separate species, C30H86N4O11 in total from the OMol25 dataset. Energies are from the ωB97M-V functional and the def2-TZVPD basis.

The value obtained for the molar mass is 679.04 g mol⁻¹. Its SMILES is COC[C@H](C)N.COC[C@H](C)N.COC[C@H](C)N.COC[C@H](C)N.CCO.CCO.CCO.CCO.CCO.CCO.CCO. For the orbital gap, the calculation gives 9.006 eV. For the LUMO energy, the calculation gives 0.00666 Eh. The spin multiplicity is 1. For the HOMO energy, the calculation gives -0.3243 Ha.

Bonds (Å) are listed after each position.
Positions of all 131 atoms, in Å:
1 O 0.775 -2.447 -6.013  C82 1.446, C115 1.408
2 H 8.886 -1.366 -3.121  C60 1.090
3 H -7.534 -5.036 -3.608  C89 1.090
4 H 0.760 -7.108 7.094  O36 0.960
5 H -6.300 -2.910 -0.878  N57 1.010
6 C -3.371 5.949 -3.073  H8 1.090, C52 1.522, H75 1.090, O81 1.485
7 H 7.498 3.862 -3.772  O77 0.960
8 H -2.551 5.288 -3.353  C6 1.090
9 H -0.286 1.627 -8.158  C24 1.090
10 O 7.384 4.845 3.883  C33 1.415, H120 0.960
11 H -6.180 0.588 5.944  C21 1.090
12 H -0.687 -1.213 -5.540  C82 1.090
13 C 1.175 1.562 0.417  C47 1.531, H61 1.090, H84 1.090, H119 1.090
14 C -9.987 -5.951 -3.808  H32 1.090, H53 1.090, H56 1.090, O100 1.350
15 H 8.673 3.719 2.858  C33 1.090
16 C 7.526 -0.986 -6.653  N67 1.429, C87 1.590, C98 1.532, H131 1.090
17 H 8.342 1.779 4.640  C43 1.090
18 C -6.035 2.015 10.030  H45 1.090, C46 1.563, C104 1.530, N116 1.476
19 H -1.273 -7.674 5.734  C54 1.090
20 C 5.481 -5.966 2.262  C50 1.530, H73 1.090, H80 1.090, H91 1.090
21 C -6.171 0.087 6.912  H11 1.090, O23 1.436, H125 1.090, H127 1.090
22 H 0.967 -0.395 1.403  C47 1.090
23 O -5.969 1.119 7.890  C21 1.436, C46 1.400
24 C -0.103 1.276 -7.142  H9 1.090, C85 1.556, H95 1.090, H130 1.090
25 O 5.685 -7.093 4.327  C50 1.443, H92 0.960
26 H -7.367 0.433 9.210  C46 1.090
27 N -0.575 -0.821 -8.150  H71 1.010, C85 1.449, H124 1.010
28 H -2.696 5.827 6.015  C128 1.090
29 H -1.622 5.306 4.699  C128 1.090
30 H -3.155 3.495 5.976  O31 0.960
31 O -2.459 3.819 5.399  H30 0.960, C128 1.417
32 H -10.954 -5.723 -4.257  C14 1.090
33 C 8.314 3.779 3.885  O10 1.415, H15 1.090, C43 1.512, H72 1.090
34 H 6.349 -0.868 -4.742  C98 1.090
35 H -6.903 -2.216 -3.505  C94 1.090
36 O 0.378 -6.534 6.426  H4 0.960, C54 1.429
37 H 1.344 -0.193 -7.838  C85 1.090
38 H -4.445 6.160 4.026  C117 1.090
39 H 6.283 0.657 -6.924  C87 1.090
40 H -1.468 -6.308 3.476  C96 1.090
41 C 5.457 5.374 -4.045  H101 1.090, C102 1.531, H109 1.090, H122 1.090
42 H 0.179 -7.925 4.915  C54 1.090
43 C 7.608 2.556 4.424  H17 1.090, C33 1.512, H79 1.090, H110 1.090
44 H -1.361 -5.263 4.790  C96 1.090
45 H -6.416 1.800 11.029  C18 1.090
46 C -6.318 0.729 9.189  C18 1.563, O23 1.400, H26 1.090, H118 1.090
47 C 0.382 0.315 0.817  C13 1.531, H22 1.090, H66 1.090, O99 1.369
48 H -5.540 5.716 -2.983  C52 1.090
49 O 8.316 -0.069 -4.534  C60 1.426, C98 1.470
50 C 6.149 -5.913 3.638  C20 1.530, O25 1.443, H59 1.090, H68 1.090
51 H 0.896 -4.167 -4.763  C115 1.090
52 C -4.645 5.123 -3.170  C6 1.522, H48 1.090, H103 1.090, H129 1.090
53 H -10.124 -6.686 -3.015  C14 1.090
54 C -0.398 -7.127 5.383  H19 1.090, O36 1.429, H42 1.090, C96 1.560
55 H 7.536 -2.030 -4.790  C98 1.090
56 H -9.216 -6.455 -4.391  C14 1.090
57 N -6.509 -3.602 -1.583  H5 1.010, H64 1.010, C74 1.444
58 H -7.928 2.796 9.835  C104 1.090
59 H 7.221 -6.011 3.465  C50 1.090
60 C 8.501 -0.347 -3.148  H2 1.090, O49 1.426, H111 1.090, H113 1.090
61 H 1.610 1.937 1.343  C13 1.090
62 H -2.752 7.767 -3.621  O81 0.960
63 H 6.739 5.695 -2.363  C102 1.090
64 H -6.396 -4.489 -1.114  N57 1.010
65 H -0.590 1.308 2.092  O99 0.960
66 H 0.198 -0.150 -0.151  C47 1.090
67 N 6.615 -1.871 -7.306  C16 1.429, H70 1.010, H126 1.010
68 H 6.026 -4.956 4.145  C50 1.090
69 H -0.649 -3.211 -4.790  C115 1.090
70 H 6.584 -1.405 -8.202  N67 1.010
71 H -0.494 -1.801 -7.922  N27 1.010
72 H 9.225 3.869 4.478  C33 1.090
73 H 4.646 -5.266 2.233  C20 1.090
74 C -7.852 -3.496 -2.105  N57 1.444, H86 1.090, C89 1.534, C94 1.557
75 H -3.187 6.112 -2.011  C6 1.090
76 H 7.217 6.738 -3.775  C102 1.090
77 O 7.738 4.788 -3.846  H7 0.960, C102 1.421
78 H 0.830 -2.797 -3.919  C115 1.090
79 H 6.940 2.108 3.688  C43 1.090
80 H 5.200 -6.973 1.953  C20 1.090
81 O -3.519 7.225 -3.820  C6 1.485, H62 0.960
82 C 0.304 -1.080 -5.973  O1 1.446, H12 1.090, C85 1.591, H88 1.090
83 H 0.161 -5.725 3.951  C96 1.090
84 H 1.944 1.411 -0.340  C13 1.090
85 C 0.403 -0.188 -7.287  C24 1.556, N27 1.449, H37 1.090, C82 1.591
86 H -8.465 -3.308 -1.223  C74 1.090
87 C 7.225 0.385 -7.401  C16 1.590, H39 1.090, H106 1.090, H121 1.090
88 H 0.947 -0.595 -5.238  C82 1.090
89 C -8.215 -4.823 -2.784  H3 1.090, C74 1.534, O100 1.402, H112 1.090
90 H -4.512 3.381 10.143  N116 1.010
91 H 6.132 -5.643 1.450  C20 1.090
92 H 4.822 -6.946 4.720  O25 0.960
93 H -7.792 -1.258 -2.259  C94 1.090
94 C -7.797 -2.150 -2.885  H35 1.090, C74 1.557, H93 1.090, H97 1.090
95 H 0.576 1.981 -6.662  C24 1.090
96 C -0.808 -6.071 4.311  H40 1.090, H44 1.090, C54 1.560, H83 1.090
97 H -8.563 -1.985 -3.643  C94 1.090
98 C 7.357 -1.010 -5.130  C16 1.532, H34 1.090, O49 1.470, H55 1.090
99 O -0.805 0.725 1.360  C47 1.369, H65 0.960
100 O -9.488 -4.776 -3.368  C14 1.350, C89 1.402
101 H 5.045 4.433 -3.679  C41 1.090
102 C 6.806 5.783 -3.447  C41 1.531, H63 1.090, H76 1.090, O77 1.421
103 H -4.542 4.298 -2.466  C52 1.090
104 C -6.941 3.138 9.523  C18 1.530, H58 1.090, H108 1.090, H123 1.090
105 H -3.785 4.691 3.285  C117 1.090
106 H 7.918 1.136 -7.022  C87 1.090
107 H -4.305 2.103 10.996  N116 1.010
108 H -6.888 3.379 8.462  C104 1.090
109 H 5.427 5.261 -5.129  C41 1.090
110 H 7.117 2.840 5.355  C43 1.090
111 H 9.155 0.289 -2.552  C60 1.090
112 H -8.088 -5.573 -2.003  C89 1.090
113 H 7.556 -0.193 -2.627  C60 1.090
114 H -4.693 4.703 4.697  C117 1.090
115 C 0.438 -3.183 -4.861  O1 1.408, H51 1.090, H69 1.090, H78 1.090
116 N -4.605 2.378 10.072  C18 1.476, H90 1.010, H107 1.010
117 C -3.880 5.248 4.217  H38 1.090, H105 1.090, H114 1.090, C128 1.555
118 H -5.810 -0.208 9.420  C46 1.090
119 H 0.470 2.357 0.176  C13 1.090
120 H 7.838 5.691 3.868  O10 0.960
121 H 7.219 0.512 -8.484  C87 1.090
122 H 4.686 6.121 -3.855  C41 1.090
123 H -6.758 4.022 10.134  C104 1.090
124 H -1.556 -0.583 -8.114  N27 1.010
125 H -5.407 -0.691 6.928  C21 1.090
126 H 5.648 -1.952 -7.029  N67 1.010
127 H -7.105 -0.475 6.928  C21 1.090
128 C -2.619 5.200 5.126  H28 1.090, H29 1.090, O31 1.417, C117 1.555
129 H -4.856 4.716 -4.159  C52 1.090
130 H -1.080 1.269 -6.659  C24 1.090
131 H 8.527 -1.360 -6.867  C16 1.090

Looking at the structures above, i is most stable, and the difference to the next one is 0.1943 hartree.